Record 1
Formula: C17H30N4OOsP2
Source: the Open Molecules 2025 dataset
Level of theory: ωB97M-V with the def2-TZVPD basis set

**Total energy**: -1733.18766 hartree
**Multiplicity**: 5
**<S²>**: 6.049
**Frontier orbital gap (alpha / beta)**: 5.63 / 6.93 eV
**Molar mass**: 558.6 g mol⁻¹
**Net charge**: 0
**Lowest unoccupied orbital energy (alpha / beta)**: 0.11 / -0.47 eV

```
55
C17H30N4OOsP2 | the Open Molecules 2025 dataset | ωB97M-V with the def2-TZVPD basis set
Os 1.423 1.131 -0.683
P -2.934 -0.743 2.054
P 2.975 -0.285 -1.136
N 0.148 1.152 -1.896
H -1.615 -1.053 2.633
C -3.221 1.013 2.303
H -4.302 1.197 2.244
H -2.703 1.599 1.532
H -2.858 1.317 3.294
C -4.257 -1.690 2.800
H -5.166 -1.077 2.870
H -3.953 -2.003 3.807
H -4.469 -2.579 2.192
C -2.840 -1.094 0.293
H -3.579 -0.477 -0.239
H -3.058 -2.156 0.116
H -1.834 -0.854 -0.078
C 4.462 0.550 -1.795
H 4.618 0.228 -2.830
H 5.329 0.296 -1.176
H 4.285 1.631 -1.765
C 3.607 -1.351 0.210
H 4.701 -1.273 0.243
H 3.306 -2.387 0.018
H 3.197 -1.026 1.174
C 2.480 -1.451 -2.453
H 3.189 -1.367 -3.283
H 1.475 -1.185 -2.801
H 2.474 -2.468 -2.049
C -0.804 1.198 -2.813
C -2.103 2.478 -4.449
C -1.206 2.452 -3.402
C -1.449 -0.004 -3.289
C -2.344 0.055 -4.340
C -2.666 1.285 -4.933
H -2.370 3.435 -4.899
H -0.742 3.349 -2.981
H -1.172 -0.938 -2.791
H -2.797 -0.868 -4.703
H -3.367 1.316 -5.768
C -0.140 -0.598 2.036
O 0.067 0.069 0.920
C 0.151 0.170 3.314
H 1.225 0.385 3.393
H -0.137 -0.411 4.200
H -0.390 1.123 3.315
C 0.278 -2.056 1.995
H 1.352 -2.139 1.790
H -0.261 -2.582 1.198
H 0.069 -2.544 2.955
N 2.552 1.896 0.679
C 3.081 2.169 1.701
N 3.634 2.795 2.650
C 4.107 2.336 3.789
N 4.553 2.030 4.832
```


Record 2
Formula: CH3NO2
Source: the Open Molecules 2025 dataset
Level of theory: ωB97M-V with the def2-TZVPD basis set

**Total energy**: -245.16515 hartree
**Frontier orbital gap**: 10.79 eV
**SMILES string**: NC(=O)O
**Molar mass**: 61.0 g mol⁻¹
**Net charge**: 0
**Lowest unoccupied orbital energy**: 0.60 eV

```
7
CH3NO2 | the Open Molecules 2025 dataset | ωB97M-V with the def2-TZVPD basis set
N 0.008 -0.569 -0.892
C 0.248 0.227 0.243
O 1.357 0.774 0.381
O -0.716 0.156 1.102
H -1.003 -0.747 -1.076
H 0.696 -0.680 -1.589
H -0.591 0.838 1.832
```


Record 3
Formula: C24H22IIrN10O7P2S
Source: the Open Molecules 2025 dataset
Level of theory: ωB97M-V with the def2-TZVPD basis set

**Total energy**: -3485.02822 hartree
**Multiplicity**: 2
**<S²>**: 0.798
**Frontier orbital gap (alpha / beta)**: 6.86 / 6.50 eV
**Molar mass**: 975.6 g mol⁻¹
**Net charge**: +1
**Lowest unoccupied orbital energy (alpha / beta)**: -4.25 / -5.28 eV

```
68
C24H22IIrN10O7P2S | the Open Molecules 2025 dataset | ωB97M-V with the def2-TZVPD basis set
Ir -0.494 -0.419 1.383
N -2.022 -4.217 2.018
C -1.930 -2.905 2.143
N -0.996 -2.464 1.302
C -0.562 -3.604 0.658
N -1.167 -4.681 1.096
C 0.404 -3.713 -0.451
C 0.579 -4.934 -1.105
N 1.432 -5.060 -2.111
C 2.102 -3.972 -2.475
C 1.913 -2.755 -1.837
N 1.067 -2.629 -0.823
H -2.618 -4.851 2.525
H -2.493 -2.292 2.826
H 0.021 -5.811 -0.806
H 2.798 -4.071 -3.298
H 2.446 -1.863 -2.149
O 1.099 3.222 3.005
P -0.194 2.292 2.973
O -1.457 2.999 3.195
O -0.030 1.547 1.622
O 0.154 1.215 4.118
P -0.787 -0.039 4.524
O 0.322 -1.171 4.775
O -1.659 0.189 5.666
O -1.444 -0.458 3.184
H 0.972 3.981 3.587
H 0.485 -1.289 5.719
S 1.645 -0.907 2.078
C 2.379 -0.110 0.786
N 3.703 0.002 0.765
N 4.282 0.798 -0.083
C 3.809 2.005 -0.671
C 2.880 2.809 -0.023
C 2.508 4.005 -0.612
C 3.054 4.394 -1.830
C 3.997 3.589 -2.456
C 4.383 2.393 -1.875
N 1.669 0.223 -0.380
N 0.458 -0.066 -0.356
C -0.216 0.171 -1.599
C -0.983 -0.842 -2.150
C -1.641 -0.610 -3.346
C -1.539 0.630 -3.964
C -0.761 1.633 -3.402
C -0.080 1.406 -2.216
H 5.280 0.638 -0.141
H 2.465 2.541 0.937
H 1.794 4.638 -0.101
H 2.759 5.332 -2.281
H 4.436 3.894 -3.396
H 5.115 1.756 -2.358
H -1.024 -1.810 -1.668
H -2.230 -1.398 -3.796
H -2.063 0.812 -4.893
H -0.681 2.596 -3.887
H 0.527 2.173 -1.754
I -5.601 -1.814 -1.391
C -4.516 -0.418 -0.302
C -5.049 0.816 0.049
C -4.252 1.687 0.765
C -2.959 1.324 1.103
N -2.450 0.135 0.753
C -3.225 -0.721 0.073
H -6.060 1.081 -0.226
H -4.620 2.654 1.079
H -2.337 1.989 1.685
H -2.794 -1.676 -0.182
```